Record 1
{"formula": "C8H6NO6Ti", "method": "ωB97M-V with the def2-TZVPD basis set", "multiplicity": 2, "symbols": ["Ti", "O", "C", "C", "C", "N", "C", "C", "C", "O", "O", "C", "O", "O", "H", "H", "H", "C", "O", "H", "H", "H"], "coordinates": [[-0.089695, -0.118180, -0.022288], [-5.811738, 0.417556, 1.501228], [-4.516426, 0.258695, 1.178540], [-3.724251, -0.719173, 1.756971], [-2.433737, -0.824723, 1.315655], [-1.991328, -0.080814, 0.327582], [-2.677749, 0.986209, -0.085023], [-3.972696, 1.182135, 0.298359], [-1.772358, 2.021238, -0.768848], [-2.169057, 3.030717, -1.251921], [-0.492088, 1.631178, -0.632593], [-1.286077, -1.522037, 2.071906], [-1.441182, -2.322358, 2.933912], [-0.129018, -0.990732, 1.654998], [-6.062324, -0.256546, 2.151588], [-4.071713, -1.343038, 2.575461], [-4.526078, 2.057038, -0.021299], [-0.343725, -2.597204, -1.660951], [0.197773, -1.322594, -1.328437], [-0.378301, -2.733132, -2.738771], [-1.354859, -2.705355, -1.283124], [0.265509, -3.387808, -1.235807]], "forces_ev_per_angstrom": [[2.569, 0.485, -1.564], [-0.030, -0.249, 0.289], [-0.768, 0.005, 0.148], [-0.151, -0.419, 0.383], [-0.058, -0.834, 0.847], [-1.191, 0.928, 0.431], [-0.004, 0.382, -0.451], [0.020, 0.467, -0.359], [1.001, -1.083, 0.505], [-0.312, 0.526, -0.300], [-1.102, 1.044, -0.442], [0.752, 1.105, -1.139], [-0.309, -0.613, 0.621], [-0.680, -1.354, 1.477], [-0.059, 0.217, -0.158], [0.033, 0.060, -0.090], [0.038, -0.103, 0.015], [0.333, 0.527, -0.008], [0.018, -1.047, -0.278], [0.061, 0.101, -0.169], [-0.320, -0.006, 0.134], [0.157, -0.139, 0.107]], "lowdin_spin": [0.88, 0.01, 0.02, 0.00, 0.02, 0.00, 0.02, -0.01, 0.00, 0.00, 0.00, 0.01, 0.00, 0.04, 0.00, 0.00, 0.00, 0.00, 0.01, 0.00, 0.00, 0.00]}

Record 2
{"formula": "C8H6O3", "method": "ωB97M-V with the def2-TZVPD basis set", "symbols": ["C", "C", "C", "C", "C", "C", "C", "C", "O", "O", "O", "H", "H", "H", "H", "H", "H"], "coordinates": [[1.128881, 0.072470, -1.214059], [-0.132993, 0.332831, -1.446110], [-0.052001, 0.708041, 1.214512], [-1.351161, 0.487915, -1.113706], [2.368111, -0.017837, -1.290206], [1.215605, 0.332055, 1.588886], [-2.688272, 0.500843, -1.562301], [1.055624, -1.156893, 1.825520], [3.534656, -0.140881, -1.406091], [2.227868, 0.987698, 1.735452], [-1.112626, 0.682920, 0.689064], [-2.806841, 0.159778, -2.574880], [-3.360682, 0.031398, -0.757516], [-3.010356, 1.574018, -1.522330], [0.357345, -1.199849, 2.685658], [2.043749, -1.609328, 2.155534], [0.583095, -1.745179, 0.992572]], "forces_ev_per_angstrom": [[-2.992, 0.640, 0.423], [-0.868, -0.532, 0.141], [-2.366, 0.517, -0.730], [3.865, -0.879, -1.607], [3.819, -0.219, -0.757], [1.941, -0.543, -1.213], [-2.794, 1.789, 2.209], [0.206, -1.561, 1.286], [-1.230, 0.091, 0.434], [0.015, 0.158, 0.605], [0.079, 0.675, 1.465], [-0.156, -0.531, -0.144], [0.738, 0.133, -1.533], [-0.132, -0.679, -0.340], [0.414, -0.506, -0.260], [-1.169, 0.665, -0.606], [0.630, 0.782, 0.624]], "lowdin_charge": [-0.01, 0.00, -0.01, -0.16, -0.21, -0.53, -0.08, 0.00, 0.17, 0.06, 0.15, 0.09, 0.12, 0.10, 0.09, 0.12, 0.11]}

Quick rundown of energy relative to the best compared isomer or geometry (same formula, charge and spin), same order as above: 19.9 176.3 kcal per mole